(1)
13
Properties=species:S:1:pos:R:3:forces:R:3:mulliken_charge:R:1 method="wB97M-V/def2-TZVPD" relative_energy_kj_mol=426.3 charge=+1 homo_ev=-13.492 orbital_gap_ev=8.464
I -2.99532 0.16711 -0.22524 0.328 -0.564 0.111 0.38
N -0.58700 -1.75478 0.12439 1.879 1.407 -0.274 -0.14
N -0.33659 0.97922 1.19179 -0.275 -0.631 0.326 -0.46
C -1.20208 -0.73959 0.24285 -0.307 -1.282 -0.217 0.27
C -0.20087 1.83955 0.30284 1.451 -1.872 2.587 0.62
C 0.87848 -2.17972 -0.08396 0.929 0.288 0.785 -0.61
C 0.15328 2.47104 -0.76310 -0.983 0.045 0.178 -0.82
H 1.16175 -3.19749 0.26858 -1.251 0.541 -0.152 0.28
H -0.38497 3.20910 -1.26095 -1.257 1.372 -0.175 0.33
H 1.61683 -1.52788 0.52420 -1.600 -0.484 -1.188 0.28
H -0.13974 0.74385 2.24069 -0.082 1.668 -2.709 0.30
H 1.10401 -2.16789 -1.18149 -0.494 0.346 1.042 0.30
H 0.93223 2.15747 -1.38059 1.664 -0.834 -0.315 0.29

(2)
21
Properties=species:S:1:pos:R:3:forces:R:3:mulliken_charge:R:1 method="wB97M-V/def2-TZVPD" relative_energy_kj_mol=408.9 charge=0 smiles="C=C[C@H](N)[C@@H](N)NC" homo_ev=-6.474 orbital_gap_ev=7.277
N -0.44334 0.53977 0.97331 1.211 1.722 -0.311 -0.33
N 1.30617 -2.19784 0.21311 -0.103 0.172 -0.134 -0.73
N 1.56915 1.35739 -0.53698 -0.747 -0.665 0.836 -0.48
C -1.07569 1.80689 0.62560 0.256 -0.484 -0.021 -0.95
C 0.70678 -0.99967 -0.37099 -0.340 0.184 0.168 0.29
C -1.86005 -0.80761 -1.07424 1.091 -0.114 0.621 -1.08
C -0.84255 -1.07082 -0.17621 -0.652 -1.460 -2.348 -0.27
C 1.13391 0.31747 0.29259 -2.302 -0.139 1.560 -0.17
H -2.63915 -1.54832 -1.21243 -0.321 0.456 0.449 0.28
H 1.19498 -2.18266 1.22493 0.136 -0.101 -0.197 0.24
H -1.08190 -1.96672 0.40759 0.228 0.147 0.224 0.29
H -0.48767 2.66439 0.96285 -0.077 0.050 0.035 0.28
H -1.17271 1.87999 -0.46052 -0.103 0.085 -0.047 0.23
H -0.90776 0.08693 1.75788 1.217 0.183 0.160 0.36
H 2.44958 1.79604 -0.30001 -0.587 0.087 -0.546 0.22
H 2.28976 -2.28180 -0.02053 -0.102 0.046 0.143 0.25
H 1.76878 0.21260 1.17089 0.138 -0.110 -0.251 0.39
H -1.90987 0.11921 -1.63349 0.242 -0.292 -0.560 0.18
H 0.96004 -0.97818 -1.43676 -0.054 -0.057 0.095 0.45
H -2.08385 1.87275 1.03872 0.110 -0.071 0.054 0.35
H 1.12536 1.38016 -1.44530 0.760 0.362 0.072 0.22

(3)
50
Properties=species:S:1:pos:R:3:forces:R:3:mulliken_charge:R:1 method="wB97M-V/def2-TZVPD" multiplicity=2 charge=0 homo_ev="-7.813 / -8.674" orbital_gap_ev="8.403 / 9.257"
P -0.24718 1.49121 0.92740 0.114 -0.046 0.078 0.02
O 3.21210 -2.69276 0.10513 -0.047 -0.039 -0.081 -0.66
O 1.04372 1.30968 1.96894 0.022 0.157 -0.142 -0.36
N 2.25136 -1.88414 -0.11392 0.085 0.029 0.188 0.50
C 2.66221 -0.56394 -0.65704 -0.075 -0.019 -0.012 1.91
C 0.66276 -3.56169 0.69453 -0.052 -0.009 0.012 -1.58
C 1.44157 0.25053 -1.12078 0.117 0.081 -0.008 -2.64
C -3.20998 1.65912 -0.98687 -0.029 -0.076 -0.048 -0.41
C 1.44507 -1.72220 2.20150 0.002 0.040 0.010 -1.84
C 3.54154 0.19115 0.36695 -0.004 0.030 -0.006 -1.61
C -2.47073 0.32379 -0.91872 -0.028 -0.012 -0.090 -0.59
C 0.29793 3.02673 0.07490 0.053 -0.015 0.006 -1.25
C -0.11600 -1.24188 0.21568 0.002 0.015 -0.046 -2.89
C -4.60634 1.63458 -0.36294 -0.006 0.033 -0.012 -0.60
C 0.11420 0.17733 -0.34705 -0.082 -0.012 0.062 2.83
C 3.50305 -0.85783 -1.90302 0.025 -0.033 0.032 -2.03
C 1.06128 -2.06977 0.75693 -0.043 0.032 -0.048 2.11
C -4.63956 1.05673 1.05498 0.049 0.026 0.030 -1.09
C -1.01111 0.41260 -1.40419 -0.002 0.076 -0.006 -1.87
H 0.71701 -4.02717 1.67764 0.023 0.006 -0.007 0.33
H -0.35578 -3.68519 0.32572 0.003 0.004 0.007 0.38
H -3.00995 -0.39619 -1.54168 -0.017 -0.017 0.048 0.47
H 3.86258 -0.47509 1.16490 0.050 -0.037 -0.042 0.33
H 2.95557 -1.49754 -2.59673 -0.008 0.006 0.007 0.48
H 0.11917 3.85229 0.76614 -0.005 0.013 -0.015 0.42
H 1.34034 -4.10326 0.03894 -0.010 -0.001 0.004 0.35
H 4.42906 -1.35752 -1.62759 0.004 0.014 -0.011 0.46
H 0.54290 -1.67935 2.81565 0.007 -0.076 0.011 0.41
H -4.98983 2.65740 -0.33802 0.017 0.002 -0.058 0.41
H 3.73614 0.08430 -2.40329 0.021 -0.010 0.012 0.41
H -0.55152 -1.82252 -0.60361 0.041 -0.005 -0.017 0.60
H 0.86975 1.76889 2.79430 -0.074 -0.075 0.147 0.33
H -2.61472 2.43956 -0.50119 0.007 -0.062 0.077 0.22
H -0.83781 -0.33567 -2.18120 -0.011 -0.003 0.001 0.55
H -3.70872 1.27458 1.58507 -0.029 0.058 0.013 0.23
H -0.28214 3.22072 -0.82741 0.006 0.003 0.009 0.35
H 1.36266 3.01019 -0.16631 -0.049 0.001 -0.006 0.34
H 1.78028 1.28687 -1.19812 -0.044 -0.046 -0.093 0.37
H -2.50908 -0.06841 0.09764 0.014 0.021 0.008 0.01
H 1.22242 -0.05833 -2.14780 0.000 -0.072 0.026 0.55
H -3.29313 1.94463 -2.04082 0.028 0.102 0.032 0.27
H -5.45739 1.48231 1.63710 -0.034 -0.048 -0.028 0.36
H -5.28397 1.07622 -1.01545 -0.014 -0.033 0.053 0.33
H 2.10192 -2.49657 2.59665 0.040 0.026 -0.033 0.46
H 1.94146 -0.76200 2.28001 -0.038 0.036 -0.012 0.32
H 4.44383 0.55853 -0.12407 -0.036 0.056 -0.016 0.46
H -4.76566 -0.02684 1.05477 0.037 0.003 -0.017 0.28
H 3.02164 1.03669 0.81138 -0.014 -0.064 0.039 0.26
H -0.84778 1.38138 -1.88839 0.003 -0.035 -0.022 0.80
H -0.87516 -1.22215 1.00336 -0.020 -0.024 -0.035 0.53

(4)
60
Properties=species:S:1:pos:R:3:forces:R:3:mulliken_charge:R:1 method="wB97M-V/def2-TZVPD" charge=-1 homo_ev=-4.534 orbital_gap_ev=6.271
Sb -1.82649 1.06064 2.59973 -0.546 0.386 1.039 0.68
Zr -0.13826 0.13806 0.20780 -0.167 -0.203 -0.387 0.36
Br 7.15763 -0.20634 1.27761 0.022 -0.005 0.001 -0.26
Br 3.72883 0.73345 -3.09966 -0.038 -0.015 -0.004 -0.17
Se -1.22903 -1.36060 2.08901 0.035 0.158 -0.053 -0.53
Se 0.15771 2.37553 1.67933 -0.118 -0.046 0.046 -0.66
Se -1.96581 1.38992 4.96898 0.012 -0.011 0.021 -0.68
Se -3.58571 1.45209 1.00868 -0.008 -0.014 -0.171 -0.55
O 1.57483 0.33300 -0.89790 0.127 0.108 -0.211 -0.45
N -0.69491 -1.43468 -1.08040 0.334 0.133 0.174 -0.78
N -2.47648 3.83195 -4.71585 0.020 0.058 -0.074 -0.51
N -1.10053 1.54814 -1.49774 0.162 -0.133 -0.147 0.43
N 1.85699 -0.32493 1.60061 0.069 -0.021 -0.107 1.20
C 1.55101 -3.14832 -0.03717 -0.038 -0.041 0.023 -0.07
C -2.51905 -4.57543 -4.57606 -0.002 -0.029 -0.017 -0.34
C 2.80248 0.21591 -0.47495 0.041 -0.177 -0.183 0.29
C 3.53109 -3.07859 -1.97302 0.013 0.000 -0.011 -0.96
C 3.92266 0.35296 -1.26310 0.053 0.069 0.081 -0.14
C -0.54795 -4.42167 -3.20682 0.004 0.056 0.017 -0.25
C -0.97366 -3.19461 -2.70389 -0.018 -0.029 0.019 0.87
C -2.04417 3.07470 -3.65553 0.020 -0.066 0.091 1.06
C -2.95751 -3.35789 -4.06971 -0.009 0.008 -0.011 -0.80
C 3.18506 -0.64528 3.55274 -0.015 -0.022 -0.028 -1.15
C 1.94886 -0.57739 2.88571 -0.026 -0.044 -0.065 -0.32
C -1.31725 -5.10821 -4.13675 0.006 -0.015 -0.011 -0.86
C 4.28147 -0.21969 1.46487 0.038 -0.030 0.016 0.54
C -2.19460 -2.67859 -3.13697 -0.018 0.039 -0.002 -0.43
C -1.68562 1.73469 -3.81552 -0.007 0.012 0.010 -0.75
C 1.20880 -2.86602 -1.35626 0.047 0.067 0.057 0.62
C 2.86951 -3.40545 0.31066 -0.028 -0.013 0.014 -0.73
C -0.19837 -2.42694 -1.66891 -0.067 -0.133 -0.150 0.04
C 3.00070 -0.11479 0.89849 0.028 -0.012 0.030 0.51
C 5.21618 0.21919 -0.72659 0.005 -0.022 0.038 -0.51
C 3.86420 -3.36412 -0.65564 0.034 -0.007 -0.014 -0.55
C -1.45167 2.83429 -1.34736 -0.015 -0.058 0.128 -0.58
C -1.22738 1.02889 -2.72724 0.059 -0.011 -0.005 -0.54
C 4.34422 -0.48500 2.85018 0.006 -0.001 -0.018 -0.91
C 2.21018 -2.84234 -2.32410 -0.079 -0.014 -0.003 -0.27
C 5.39144 -0.05195 0.59840 -0.024 0.024 -0.040 0.17
C -1.90960 3.62013 -2.37866 -0.019 -0.002 -0.018 -0.84
H 3.12036 -3.61654 1.34377 0.005 0.003 -0.006 0.45
H -2.80918 3.34269 -5.52797 -0.019 -0.002 0.004 0.22
H 1.01610 -0.74309 3.41105 0.009 0.038 0.004 0.38
H 3.19144 -0.83337 4.61663 0.015 -0.009 0.013 0.42
H -0.97763 -6.06562 -4.51198 0.000 0.000 -0.009 0.39
H 6.06931 0.33783 -1.37945 0.011 0.001 0.011 0.44
H -2.96547 4.68393 -4.50389 -0.020 -0.007 0.003 0.22
H 0.38156 -4.85138 -2.85916 0.053 0.005 0.010 0.42
H -3.90371 -2.94402 -4.39512 -0.009 -0.001 -0.001 0.40
H -1.76178 1.24195 -4.77613 -0.006 0.011 -0.015 0.37
H 1.95658 -2.59605 -3.34837 0.001 -0.009 -0.021 0.52
H 4.89747 -3.53884 -0.38225 0.006 0.002 0.004 0.40
H -2.17761 4.64925 -2.17862 -0.011 0.007 -0.012 0.30
H -1.36527 3.22822 -0.34451 0.012 0.009 -0.027 0.36
H 4.30593 -3.01873 -2.72734 0.004 0.004 -0.006 0.40
H 0.77529 -3.13722 0.72172 0.027 0.003 -0.019 0.51
H -3.11915 -5.11135 -5.30095 0.000 -0.003 -0.002 0.38
H -2.53956 -1.74695 -2.70422 0.013 -0.021 0.007 0.57
H 5.30781 -0.55229 3.33670 0.002 -0.005 0.007 0.34
H -0.95502 -0.01260 -2.82862 0.016 0.030 -0.020 0.37